(1)
# C22H22N4O4S

A single C22H22N4O4S molecule (ωB97M-V/def2-TZVPD, the OMol25 dataset).

ΔE to the lowest compared entry with this formula, charge and spin: 134.0 kcal/mol
spin multiplicity: 1
LUMO: -0.023 hartree
E_HOMO: -7.90 eV
structure (SMILES): O=[N+]([O-])c1cc(S(=O)(=O)Nc2ccccc2)ccc1N1CCN(c2ccccc2)CC1

Last column: Mulliken charge in e.
Atoms and positions in Å:
O  2.340  0.611  -1.265  -0.5613
N  2.247  0.418  -0.065  1.0395
O  3.162  0.577  0.721  -0.6628
C  0.969  0.053  0.462  -0.7080
C  0.734  0.387  1.796  -0.7025
C  -0.533  0.313  2.310  -0.3101
S  -0.824  0.724  4.022  1.4739
O  -0.089  -0.181  4.852  -0.7524
O  -2.234  0.864  4.227  -0.6398
N  -0.031  2.188  4.185  -0.2056
C  -0.581  3.415  3.829  0.8152
C  -1.532  3.487  2.817  -0.0250
C  -2.057  4.712  2.450  -0.8400
C  -1.636  5.875  3.072  -0.4683
C  -0.683  5.806  4.074  -0.5373
C  -0.159  4.585  4.455  -0.6234
C  -1.597  -0.070  1.499  -0.8123
C  -1.375  -0.445  0.198  -0.4970
C  -0.074  -0.460  -0.357  1.4929
N  0.157  -0.973  -1.587  0.2759
C  1.321  -1.761  -1.914  -0.6470
C  0.882  -3.205  -2.255  -1.2083
N  -0.106  -3.244  -3.304  0.1022
C  0.297  -3.345  -4.636  0.9891
C  -0.273  -2.587  -5.661  -0.4180
C  0.115  -2.769  -6.976  -0.8039
C  1.080  -3.701  -7.308  -0.4844
C  1.647  -4.465  -6.302  -0.6355
C  1.259  -4.297  -4.989  -0.2745
C  -1.253  -2.450  -2.936  -1.0743
C  -0.835  -1.001  -2.637  -0.9067
H  1.555  0.740  2.400  0.6050
H  0.619  2.196  4.956  0.2468
H  -1.866  2.582  2.337  0.2203
H  -2.801  4.757  1.668  0.3754
H  -2.048  6.829  2.779  0.3848
H  -0.348  6.706  4.567  0.3701
H  0.582  4.530  5.240  0.3247
H  -2.587  -0.086  1.928  0.5073
H  -2.208  -0.784  -0.396  0.3744
H  1.851  -1.315  -2.762  0.1767
H  2.001  -1.819  -1.066  0.6390
H  0.448  -3.659  -1.356  0.3185
H  1.766  -3.772  -2.539  0.4080
H  -1.022  -1.840  -5.449  0.2450
H  -0.341  -2.164  -7.747  0.3639
H  1.383  -3.834  -8.335  0.3869
H  2.392  -5.209  -6.543  0.3640
H  1.693  -4.931  -4.230  0.4282
H  -1.683  -2.893  -2.029  0.4072
H  -2.006  -2.489  -3.722  0.5144
H  -0.367  -0.576  -3.533  0.4101
H  -1.691  -0.383  -2.372  0.5386

(2)
# C22H23AsN4O7PdS2

A molecular structure, C22H23AsN4O7PdS2 (ωB97M-V/def2-TZVPD, the OMol25 dataset).

ΔE to the lowest compared entry with this formula, charge and spin: 12.7 kcal/mol
spin multiplicity: 1
LUMO: 0.177 hartree
net charge: -2
E_HOMO: 0.35 eV

Last column: Mulliken charge in e.
Atoms and positions in Å:
Pd  -0.036  -0.105  0.487  1.1344
N  -0.680  -1.781  4.206  0.0104
C  -0.333  -0.947  5.229  -0.0936
C  -0.455  -1.367  6.563  -0.7089
C  -0.139  -0.525  7.619  -0.4945
C  0.326  0.761  7.369  -0.6229
C  0.454  1.182  6.048  -0.6259
C  0.115  0.367  4.975  0.8421
S  0.147  1.000  3.355  -0.0396
N  0.339  -0.466  2.435  -0.4296
C  -0.506  -1.531  2.827  -0.1201
C  -0.967  -2.373  1.890  0.6447
C  -1.631  -3.661  2.057  -0.9827
C  -1.870  -4.445  0.982  -0.1573
C  -1.485  -4.034  -0.342  -1.0758
C  -0.927  -2.780  -0.466  -0.2367
N  -0.710  -1.962  0.554  0.0265
H  -1.004  -2.698  4.458  0.1178
H  -0.824  -2.369  6.758  0.3030
H  -0.255  -0.878  8.638  0.3238
H  0.594  1.423  8.183  0.3363
H  0.819  2.181  5.831  0.3703
H  -1.951  -3.980  3.043  0.1942
H  -2.373  -5.398  1.121  0.3494
H  -1.665  -4.647  -1.214  0.3531
H  -0.663  -2.369  -1.435  0.4725
O  -1.026  2.903  -1.745  -0.6467
As  -0.546  1.460  -2.711  -0.1972
O  1.242  2.074  -3.000  -0.5750
O  -0.614  0.228  -1.555  -0.2296
C  1.887  3.093  -2.417  0.5374
C  2.170  4.212  -3.208  -0.6419
C  2.858  5.305  -2.708  -0.3703
C  3.293  5.321  -1.388  -0.5790
C  3.033  4.219  -0.586  -0.5447
C  2.353  3.115  -1.084  -0.0960
S  2.074  1.734  -0.015  1.5802
O  2.959  1.858  1.117  -0.7802
O  0.616  1.941  0.377  -0.5831
O  2.258  0.571  -0.841  -0.6678
H  -0.636  2.779  -0.858  0.3793
H  1.814  4.198  -4.231  0.3987
H  3.054  6.153  -3.355  0.3266
H  3.828  6.175  -0.991  0.3556
H  3.368  4.177  0.443  0.4602
C  -3.755  -0.607  -0.699  -0.9566
N  -3.962  0.811  -0.418  0.1809
C  -4.306  1.634  -1.563  -0.8702
C  -3.247  1.333  0.638  0.9188
C  -3.212  2.842  0.786  -1.5122
O  -2.697  0.613  1.444  -0.5184
H  -4.578  -0.956  -1.327  0.3682
H  -3.738  -1.168  0.232  0.2519
H  -2.801  -0.769  -1.206  0.2822
H  -5.095  1.134  -2.128  0.3062
H  -3.457  1.801  -2.231  0.1645
H  -4.684  2.602  -1.245  0.3482
H  -4.216  3.237  0.968  0.4112
H  -2.799  3.320  -0.103  0.2930
H  -2.573  3.058  1.639  0.3148

(3)
# C22H23AuN6O2Si

A molecular structure, C22H23AuN6O2Si (ωB97M-V/def2-TZVPD, the OMol25 dataset).

ΔE to the lowest compared entry with this formula, charge and spin: 0.0 kcal/mol
spin multiplicity: 3
LUMO (spin up / spin down): -0.044 / -0.075 hartree
E_HOMO (spin up / spin down): -7.75 / -8.26 eV

Last column: Mulliken charge in e.
Atoms and positions in Å:
Au  0.361  -2.210  -1.039  0.2138
C  -2.836  1.722  5.095  -0.8797
O  -1.665  1.866  4.307  -0.3999
C  -1.807  2.265  3.026  0.9203
C  -3.031  2.571  2.427  -0.3328
C  -3.062  2.965  1.105  -0.7099
C  -1.879  3.064  0.354  0.2467
C  -0.647  2.766  0.980  0.0421
C  -0.618  2.369  2.290  -1.0537
N  -2.009  3.387  -0.962  -0.6455
N  -0.903  3.587  -1.650  -0.2301
C  -0.391  2.742  -2.448  -0.5431
C  2.029  3.408  -2.465  -0.0885
C  2.569  2.546  -1.609  -0.7856
C  2.001  1.242  -1.249  0.3143
O  1.892  0.758  -0.169  -0.3775
C  0.120  0.324  -2.939  1.3710
N  -0.285  -1.014  -2.963  -0.9351
C  -1.572  -1.268  -2.983  -0.0824
C  -2.569  -0.273  -2.924  -0.8462
C  -2.177  1.041  -2.728  -0.3651
C  -0.834  1.377  -2.718  0.4179
H  -2.502  1.374  6.067  0.2394
H  -3.515  0.986  4.659  0.3591
H  -3.354  2.677  5.210  0.3548
H  -3.955  2.504  2.981  0.4168
H  -4.000  3.203  0.622  0.4405
H  0.276  2.851  0.423  0.4623
H  0.315  2.124  2.781  0.4461
H  2.543  4.335  -2.685  0.4727
H  3.456  2.836  -1.064  0.4695
H  -1.846  -2.315  -3.020  0.4958
H  -3.613  -0.544  -2.950  0.4049
H  -2.919  1.814  -2.587  0.5305
C  1.681  -5.987  0.298  -1.0028
Si  1.864  -4.259  1.011  0.2070
C  2.174  -4.389  2.863  -1.0054
C  3.370  -3.443  0.238  -0.9493
C  0.296  -3.296  0.696  -1.0130
H  2.565  -6.597  0.502  0.2956
H  1.548  -5.947  -0.786  0.2856
H  0.814  -6.499  0.721  0.3100
H  3.046  -5.010  3.082  0.3023
H  1.314  -4.822  3.379  0.2898
H  2.354  -3.400  3.293  0.2906
H  4.300  -3.909  0.575  0.3184
H  3.408  -2.382  0.499  0.2390
H  3.328  -3.514  -0.851  0.2999
H  0.072  -2.600  1.510  0.4371
H  -0.560  -3.968  0.586  0.3861
N  0.431  4.546  -5.230  -0.6093
C  0.604  3.955  -4.259  0.5615
N  0.803  3.258  -3.123  0.3218
C  1.526  0.662  -3.733  -0.7599
N  1.488  0.521  -2.446  0.4515

(4)
# C22H23B2CrF2N7O6S2

A molecular structure, C22H23B2CrF2N7O6S2 (ωB97M-V/def2-TZVPD, the OMol25 dataset).

ΔE to the lowest compared entry with this formula, charge and spin: 80.6 kcal/mol
spin multiplicity: 4
LUMO (spin up / spin down): 0.048 / 0.041 hartree
net charge: -1
E_HOMO (spin up / spin down): -4.92 / -5.00 eV

Last column: Mulliken charge in e.
Atoms and positions in Å:
Cr  -0.527  1.589  0.600  0.0336
C  -3.430  -0.627  -0.867  -0.8230
N  -3.253  0.638  -0.145  0.2419
C  -3.940  0.942  1.015  -0.5695
C  -3.537  2.158  1.432  -0.8164
N  -2.590  2.631  0.535  -0.0931
B  -2.316  4.215  0.372  0.2097
N  -0.808  4.467  0.684  0.8165
C  -0.191  5.673  0.921  -0.6524
C  1.127  5.426  1.109  -0.6064
N  1.293  4.063  0.991  0.3968
C  2.561  3.351  1.105  -0.9519
C  0.105  3.494  0.722  -0.2334
S  -1.354  2.565  3.710  -0.5057
C  -2.421  1.657  -0.428  0.3827
S  -1.350  2.021  -1.758  -0.1572
H  -4.299  -1.115  -0.434  0.3559
H  -2.566  -1.281  -0.747  0.4450
H  -3.599  -0.427  -1.917  0.2927
H  -4.624  0.238  1.455  0.4540
H  -3.819  2.734  2.291  0.6140
H  -3.015  4.780  1.176  -0.2064
H  -2.568  4.504  -0.774  -0.0911
H  -0.739  6.598  0.953  0.4601
H  1.946  6.085  1.337  0.5025
H  3.232  3.642  0.299  0.3038
H  2.366  2.283  1.051  0.2805
H  3.026  3.572  2.065  0.3346
O  2.924  -4.240  1.601  -0.6711
C  3.394  -3.069  1.675  -0.2929
O  4.532  -2.695  1.989  -0.7255
C  2.396  -1.988  1.267  1.3963
C  2.540  -1.299  0.135  -1.4369
C  1.504  -0.325  -0.344  0.1000
N  0.778  0.283  0.802  0.2898
C  0.633  -0.502  1.963  -0.0096
C  1.302  -1.643  2.168  -0.8437
C  -0.227  0.084  3.015  0.5167
O  -0.518  -0.361  4.075  -0.5937
O  -0.618  1.362  2.584  -0.5585
H  3.416  -1.440  -0.488  0.5062
H  1.997  0.479  -0.897  0.7151
H  1.106  -2.211  3.067  0.5808
F  -0.545  1.252  -4.236  -0.3423
B  -0.748  0.438  -3.149  0.6563
F  -1.852  -0.378  -3.266  -0.2827
O  0.688  -6.445  0.578  -0.5643
C  -0.311  -5.639  0.031  -0.4199
N  0.282  -4.661  -0.883  -0.1120
C  -0.114  -3.375  -0.913  0.2143
O  -1.149  -2.997  -0.356  -0.7480
C  0.712  -2.403  -1.685  -0.1097
C  1.636  -2.687  -2.610  0.0270
C  2.208  -1.623  -3.415  -1.6363
C  1.534  -0.452  -3.479  -0.3305
N  0.490  -0.179  -2.622  0.3703
C  0.471  -0.950  -1.387  1.6498
H  1.318  -5.854  1.036  0.3693
H  -0.879  -5.080  0.776  0.2945
H  -0.992  -6.294  -0.512  0.2893
H  1.227  -4.877  -1.159  0.2524
H  1.911  -3.711  -2.844  0.4319
H  3.024  -1.818  -4.095  0.4013
H  1.726  0.286  -4.247  0.5597
H  -0.511  -0.863  -0.927  -1.3609

(5)
# C22H23BN9ORbS3

A molecular structure, C22H23BN9ORbS3 (ωB97M-V/def2-TZVPD, the OMol25 dataset).

ΔE to the lowest compared entry with this formula, charge and spin: 11.4 kcal/mol
spin multiplicity: 1
LUMO: 0.143 hartree
net charge: -2
E_HOMO: -0.90 eV

Last column: Mulliken charge in e.
Atoms and positions in Å:
Rb  0.402  -0.293  -0.527  0.5436
C  3.498  2.914  -0.686  -0.7747
C  2.984  2.273  -1.826  -0.4952
N  3.152  0.958  -1.760  -0.8914
N  3.757  0.721  -0.575  0.7219
C  3.983  1.876  0.080  -0.3654
B  4.123  -0.703  -0.071  0.1496
N  3.171  -1.096  1.098  0.9023
C  2.499  -0.311  1.973  -0.3836
C  1.919  -1.125  2.920  -0.4536
C  2.324  -2.416  2.545  -0.4482
N  3.080  -2.393  1.457  -1.1330
N  3.981  -1.729  -1.200  0.4057
C  4.980  -2.410  -1.789  -0.4258
C  4.432  -3.247  -2.738  -0.6856
C  3.053  -2.988  -2.647  -0.4027
N  2.792  -2.079  -1.720  -0.2121
H  3.489  3.963  -0.444  0.3972
H  2.475  2.698  -2.678  0.6241
H  4.470  1.877  1.042  0.5328
H  5.278  -0.709  0.306  -0.2042
H  2.430  0.757  1.852  0.3232
H  1.270  -0.820  3.723  0.4261
H  2.075  -3.360  3.005  0.4576
H  5.999  -2.255  -1.478  0.3954
H  4.944  -3.936  -3.388  0.3370
H  2.243  -3.424  -3.212  0.3563
S  -3.278  3.032  1.985  -0.5700
C  -2.180  1.900  1.305  -0.0113
S  -0.513  1.948  1.749  -0.3974
S  -2.740  0.767  0.133  -0.3963
N  -4.648  3.814  -0.970  -0.1537
C  -4.258  3.788  -2.250  0.0778
O  -5.001  4.056  -3.194  -0.7285
C  -2.821  3.414  -2.494  0.7703
C  -2.481  2.893  -3.736  -0.4116
C  -1.175  2.498  -3.956  -0.5888
N  -0.207  2.607  -3.044  -0.2509
C  -0.540  3.121  -1.862  -0.3008
C  -1.829  3.529  -1.536  -0.8182
H  -5.627  3.981  -0.806  0.1816
H  -4.114  3.428  -0.182  -0.0310
H  -3.240  2.795  -4.500  0.4216
H  -0.886  2.064  -4.909  0.3530
H  0.246  3.190  -1.117  0.4224
H  -2.034  3.895  -0.537  0.8339
C  -4.616  -3.096  3.728  -1.4136
C  -3.360  -2.902  2.924  1.1211
C  -2.859  -3.910  2.104  -0.4923
C  -1.734  -3.660  1.337  -0.6308
N  -1.084  -2.498  1.335  -0.0480
C  -1.560  -1.537  2.127  -0.2517
C  -2.681  -1.696  2.932  -0.8486
H  -4.818  -4.154  3.903  0.3710
H  -5.472  -2.672  3.196  0.2636
H  -4.549  -2.589  4.690  0.3585
H  -3.345  -4.879  2.056  0.3306
H  -1.334  -4.433  0.687  0.3547
H  -1.037  -0.584  2.126  0.3961
H  -3.025  -0.852  3.517  0.3899

(6)
# C22H23BrF3N5O2S4V

A molecular structure, C22H23BrF3N5O2S4V (ωB97M-V/def2-TZVPD, the OMol25 dataset).

ΔE to the lowest compared entry with this formula, charge and spin: 30.6 kcal/mol
spin multiplicity: 2
LUMO (spin up / spin down): -0.293 / -0.274 hartree
net charge: +2
E_HOMO (spin up / spin down): -14.40 / -14.40 eV

Last column: Mulliken charge in e.
Atoms and positions in Å:
V  -0.208  -0.004  -0.365  0.7651
C  3.060  1.229  2.097  -1.0062
C  2.398  0.027  2.746  -0.9063
S  1.368  -1.000  1.641  0.3451
C  0.362  -1.840  2.893  -0.8762
C  -0.896  -2.437  2.296  -1.0841
S  -1.929  -1.235  1.425  0.2027
C  -2.522  -0.254  2.836  -0.9277
C  -2.740  1.202  2.457  -0.8410
S  -1.307  1.979  1.684  0.3035
C  -0.269  2.171  3.163  -0.3531
C  1.000  2.977  2.890  -1.0860
S  1.952  2.486  1.432  0.0593
H  3.687  0.935  1.254  0.4114
H  3.714  1.687  2.839  0.5713
H  1.775  0.326  3.584  0.4818
H  3.167  -0.652  3.116  0.5564
H  0.134  -1.125  3.681  0.4552
H  0.979  -2.632  3.317  0.6032
H  -1.505  -2.884  3.081  0.5325
H  -0.675  -3.227  1.578  0.4205
H  -1.814  -0.350  3.656  0.4629
H  -3.466  -0.707  3.140  0.5534
H  -2.996  1.774  3.348  0.5818
H  -3.560  1.306  1.749  0.2964
H  -0.041  1.183  3.559  -0.1481
H  -0.876  2.702  3.898  0.5765
H  1.654  2.943  3.763  0.5126
H  0.746  4.021  2.716  0.4588
Br  -4.505  0.538  -0.748  -0.0514
C  -3.418  1.862  -1.548  0.1348
C  -4.025  2.870  -2.289  -0.6768
C  -3.216  3.806  -2.903  -0.4696
C  -1.837  3.706  -2.770  -0.8513
C  -1.352  2.674  -2.001  0.7838
N  -2.115  1.765  -1.382  0.1212
C  0.116  2.462  -1.869  -0.0033
O  0.983  3.015  -2.437  -0.4716
O  0.374  1.423  -0.961  -0.0883
H  -5.101  2.907  -2.377  0.4620
H  -3.654  4.598  -3.496  0.4660
H  -1.157  4.399  -3.247  0.5316
N  -1.337  -0.976  -1.338  -0.4886
C  -1.877  -1.849  -1.987  0.6302
N  -2.494  -2.630  -2.650  -0.3888
C  -2.712  -3.920  -2.873  0.3872
N  -2.915  -5.035  -3.075  -0.3557
F  5.325  -3.019  -3.272  -0.2280
C  4.081  -3.359  -3.608  0.6738
F  3.930  -4.666  -3.423  -0.2610
F  3.899  -3.083  -4.899  -0.2234
C  3.090  -2.564  -2.775  0.3474
C  2.138  -3.195  -1.988  -0.8255
C  1.257  -2.416  -1.277  -0.2994
N  1.276  -1.067  -1.324  0.5932
C  2.218  -0.468  -2.076  -0.4051
C  3.139  -1.185  -2.808  -1.0973
H  2.082  -4.272  -1.932  0.5777
H  0.511  -2.880  -0.648  0.5091
H  2.224  0.612  -2.091  0.5426
H  3.881  -0.662  -3.396  0.5029